Entry 1:
# C43H64CrF3O26S

A structure of composition C43H64CrF3O26S in a non-equilibrium geometry (ωB97M-V/def2-TZVPD, the OMol25 dataset).

HOMO (spin up / spin down) in eV: -9.229 / -9.218
Multiplicity: 4

Each line ends with the Löwdin spin population.
CARTESIAN COORDINATES (ANGSTROEM)
Cr 12.53497 6.84022 -16.49834  2.850
C 16.51528 5.89916 -16.87911  0.000
C 15.03727 6.14705 -16.66754  0.005
O 14.31460 5.85569 -15.68606  -0.026
O 14.37299 6.67354 -17.55250  0.020
H 16.82164 6.20308 -17.88005  0.000
H 16.70352 4.85528 -16.62816  0.000
H 17.20301 6.47053 -16.25568  0.000
C 7.81649 6.55711 -17.17253  0.000
F 6.60247 7.04913 -17.50471  0.000
F 7.71258 5.89933 -16.02377  0.000
F 8.24950 5.68631 -18.05101  0.000
S 9.15885 7.94990 -16.94262  0.003
O 8.80047 8.70553 -15.73818  0.000
O 10.51103 7.25381 -16.71430  0.010
O 9.02088 8.77855 -18.15392  0.003
O 12.84904 8.72382 -16.05470  0.057
H 13.22272 9.42803 -15.48990  0.002
O 5.62335 1.96338 -16.36574  0.000
C 6.56981 2.38484 -15.76923  0.000
O 7.82680 2.11950 -16.28176  0.000
C 8.82819 2.61349 -15.42382  0.000
C 8.09798 2.84521 -14.12307  0.000
C 6.69341 3.17889 -14.51339  0.000
H 9.25164 3.56025 -15.75913  0.000
H 9.68355 1.93808 -15.44039  0.000
H 8.48293 3.59896 -13.43621  0.000
H 8.19780 1.99319 -13.45061  0.000
H 6.68478 4.23901 -14.76675  0.000
H 5.92993 2.92718 -13.77728  0.000
O 11.89282 6.61284 -14.51906  0.012
C 11.86241 6.46491 -13.28766  0.004
O 10.72007 6.27010 -12.61193  0.003
C 10.89560 6.24510 -11.12083  0.000
C 12.39119 5.95701 -11.00958  0.000
C 13.02185 6.41082 -12.31369  0.001
H 10.19510 5.57232 -10.62609  0.000
H 10.64638 7.26077 -10.81356  0.000
H 12.47769 4.87336 -10.93009  0.000
H 12.82225 6.45189 -10.13930  0.000
H 13.92180 5.88483 -12.63231  0.000
H 13.33456 7.43764 -12.12415  0.000
O 14.78647 11.59661 -15.87281  0.000
C 14.92535 11.18409 -17.05875  0.000
O 14.82740 12.06334 -18.09706  0.000
C 15.18389 11.45736 -19.27324  0.000
C 15.94516 10.20143 -18.96377  0.000
C 15.34374 9.85510 -17.58952  0.000
H 15.77704 12.08321 -19.94003  0.000
H 14.29816 11.24684 -19.87261  0.000
H 17.01165 10.40030 -18.85822  0.000
H 15.92354 9.47926 -19.77994  0.000
H 15.91462 9.31762 -16.83236  0.000
H 14.37406 9.40921 -17.81090  0.000
O 13.54058 3.83145 -21.07340  0.000
C 14.24082 4.76513 -21.28769  0.000
O 13.86711 5.82277 -22.04327  0.000
C 14.78851 6.85302 -22.01702  0.000
C 16.09064 6.24891 -21.53972  0.000
C 15.67692 4.89181 -20.79385  0.000
H 14.35077 7.53769 -21.29057  0.000
H 14.93444 7.32059 -22.99077  0.000
H 16.65234 6.93924 -20.91039  0.000
H 16.69105 6.04418 -22.42611  0.000
H 15.61124 5.09140 -19.72430  0.000
H 16.15749 3.91787 -20.88663  0.000
O 11.82549 5.00786 -17.22056  0.009
C 11.80042 3.82797 -17.69570  0.006
O 12.92439 3.06757 -17.68168  0.005
C 12.73633 1.79626 -18.35640  0.000
C 11.21714 1.76728 -18.66328  0.000
C 10.66526 3.12901 -18.46970  0.000
H 13.05007 0.90729 -17.80922  0.000
H 13.27704 1.76243 -19.30222  0.000
H 10.65911 1.11134 -17.99512  0.000
H 11.05771 1.31858 -19.64377  0.000
H 9.67844 3.14604 -18.00711  0.000
H 10.62607 3.56066 -19.46982  0.000
O 16.33041 11.38341 -11.71678  0.000
C 16.24311 10.36548 -12.48377  0.000
O 15.58008 9.34224 -12.13381  0.000
C 15.79212 8.31987 -13.13998  0.000
C 17.19703 8.72386 -13.64377  0.000
C 17.01440 10.21564 -13.73304  0.000
H 15.00301 8.38044 -13.88946  0.000
H 15.86333 7.36183 -12.62501  0.000
H 17.24307 8.21497 -14.60659  0.000
H 17.95366 8.34595 -12.95616  0.000
H 16.45105 10.73228 -14.51010  0.000
H 17.93123 10.80442 -13.70328  0.000
O 11.75575 3.71240 -14.27036  0.000
C 12.31059 2.70481 -13.84541  0.000
O 11.70146 1.60204 -13.32997  0.000
C 12.64809 0.62113 -12.88232  0.000
C 14.00431 1.34968 -13.10711  0.000
C 13.79430 2.61425 -13.93530  0.000
H 12.63321 -0.30565 -13.45586  0.000
H 12.50215 0.26165 -11.86371  0.000
H 14.75436 0.68425 -13.53459  0.000
H 14.37320 1.66595 -12.13142  0.000
H 13.99463 2.49364 -14.99992  0.000
H 14.36599 3.51051 -13.69447  0.000
O 12.07719 7.50237 -18.67286  0.026
C 11.36659 7.54456 -19.66833  0.003
O 10.44209 6.63133 -19.84373  0.000
C 9.71322 6.79418 -21.05561  0.000
C 10.65363 7.71071 -21.87350  0.000
C 11.42074 8.51581 -20.84619  0.001
H 8.82255 7.37459 -20.81488  0.000
H 9.47560 5.86172 -21.56763  0.000
H 10.04450 8.30095 -22.55809  0.000
H 11.28180 7.11342 -22.53438  0.000
H 10.83524 9.41230 -20.64226  0.000
H 12.45151 8.70715 -21.14453  0.000
O 11.65537 9.32280 -11.98741  0.000
C 12.12834 10.41611 -12.20002  0.000
O 12.38283 11.30054 -11.20709  0.000
C 13.17281 12.38748 -11.65944  0.000
C 12.89695 12.49706 -13.17274  0.000
C 12.48189 11.04692 -13.54020  0.000
H 14.23757 12.43466 -11.43109  0.000
H 12.72389 13.27441 -11.21232  0.000
H 13.79535 12.81274 -13.70313  0.000
H 12.09713 13.19384 -13.42353  0.000
H 13.24010 10.50029 -14.10091  0.000
H 11.51581 11.00450 -14.04318  0.000
O 8.77885 13.29901 -19.16219  0.000
C 9.52060 12.54325 -18.59517  0.000
O 10.27707 11.70816 -19.32650  0.000
C 11.24164 11.06610 -18.50470  0.000
C 11.14358 11.75312 -17.13391  0.000
C 9.75133 12.39767 -17.13478  0.000
H 12.21379 11.22921 -18.96991  0.000
H 11.12262 9.98774 -18.39956  0.000
H 11.99126 12.42139 -16.98238  0.000
H 11.23378 11.06536 -16.29311  0.000
H 9.74495 13.41076 -16.73265  0.000
H 8.90614 11.84837 -16.72001  0.000

Atoms 1-2, force components in eV/Å:
Cr 0.54 1.39 2.11
C 0.05 -0.08 0.53


Entry 2:
# C4H3IOS

The molecule C4H3IOS in a non-equilibrium geometry (ωB97M-V/def2-TZVPD, the OMol25 dataset).

HOMO in eV: -8.503
Relative energy (zero: lowest compared OMol25 entry of this formula, charge and spin) in kcal/mol: 20.7

Each line ends with the natural charge from an NBO analysis.
CARTESIAN COORDINATES (ANGSTROEM)
C 0.73371 -0.23101 -1.10037  -0.235
C -0.61352 -0.21114 -0.62407  -0.321
C 1.64992 0.42672 -0.29955  -0.443
C -0.61653 0.42581 0.60733  0.113
O -1.68335 0.59905 1.37149  -0.654
S 0.93765 0.88245 1.19464  0.427
I -2.72116 -0.99802 2.05003  0.406
H 1.03038 -0.61742 -2.06317  0.224
H -1.50317 -0.73690 -0.80810  0.234
H 2.78606 0.46046 -0.32824  0.250

Atoms 1-2, force components in eV/Å:
C 0.38 0.53 -0.58
C 2.13 1.33 2.39


Entry 3:
# C4H12NO2

A cluster of 2 separate species, C4H12NO2 in total in a non-equilibrium geometry (ωB97M-V/def2-TZVPD, the OMol25 dataset).

Total charge: -1
HOMO in eV: -2.875
Relative energy (zero: lowest compared OMol25 entry of this formula, charge and spin) in kcal/mol: 15.0

Each line ends with the natural charge from an NBO analysis.
CARTESIAN COORDINATES (ANGSTROEM)
C 0.76169 1.41096 0.89827  -0.623
C -0.31177 0.36018 1.15545  -0.048
C -1.68345 1.04302 0.95744  -0.638
N -0.09564 -0.79896 0.22788  -0.721
C -0.29581 -0.46929 -1.28769  0.148
O -1.33173 0.20332 -1.72041  -0.922
H 0.85106 1.63303 -0.16649  0.224
H 0.43002 2.38187 1.28825  0.187
H 1.73939 1.20945 1.33781  0.200
H -0.17735 -0.06168 2.15391  0.165
H -1.59239 1.73773 0.12823  0.241
H -2.47198 0.36456 0.63360  0.220
H -1.97831 1.44683 1.93649  0.167
H -0.81408 -1.47907 0.45894  0.335
H 0.68993 0.01212 -1.53079  0.040
H -0.19733 -1.51098 -1.66747  0.069
H 2.48714 -1.13764 -1.00763  0.462
H 1.65749 -1.52842 0.24779  0.506
O 2.52721 -1.64520 -0.18920  -1.012

Atoms 1-2, force components in eV/Å:
C -0.08 0.89 0.18
C 0.08 -0.59 -1.51


Entry 4:
# C4H14N4

A structure of composition C4H14N4 in a non-equilibrium geometry (ωB97M-V/def2-TZVPD, the OMol25 dataset).

HOMO in eV: -8.358
Relative energy (zero: lowest compared OMol25 entry of this formula, charge and spin) in kcal/mol: 66.6

Each line ends with the natural charge from an NBO analysis.
CARTESIAN COORDINATES (ANGSTROEM)
C -1.29558 0.43647 -1.09120  0.100
C -0.25003 1.51382 -0.83495  -0.622
N -2.35492 0.97587 -1.92725  -0.841
N -1.72920 -0.13540 0.20509  -0.864
H -0.83210 -0.38428 -1.64573  0.181
H -2.13486 0.59448 0.78510  0.358
H -3.06696 0.28590 -2.13658  0.356
H -2.80050 1.77795 -1.49441  0.351
H -2.44834 -0.83703 0.05514  0.361
H 0.63703 1.09464 -0.36334  0.231
H 0.04222 1.96876 -1.77911  0.228
H -0.66347 2.29975 -0.19597  0.194
C 2.83380 -0.35463 1.17189  -0.820
C 1.81256 -1.27922 0.67920  0.442
N 0.71441 -1.00712 1.63169  -0.953
N 1.66221 -1.71820 -0.50178  -0.658
H 0.71439 -1.48448 2.52690  0.389
H -0.20764 -0.90874 1.18446  0.431
H 0.73820 -2.11254 -0.66146  0.332
H 1.75039 0.06236 1.88548  0.350
H 3.31028 -0.73583 2.07694  0.217
H 3.56812 -0.05252 0.42987  0.237

Atoms 1-2, force components in eV/Å:
C -0.07 0.03 0.20
C -0.10 -0.13 -0.12


Entry 5:
# C4H7NO2

The molecule C4H7NO2 (ωB97M-V/def2-TZVPD, the OMol25 dataset).

HOMO in eV: -9.232
Relative energy (zero: lowest compared OMol25 entry of this formula, charge and spin) in kcal/mol: 49.2

Each line ends with the natural charge from an NBO analysis.
CARTESIAN COORDINATES (ANGSTROEM)
C -0.65509 -1.10907 0.22032  -0.454
C -0.60172 0.13561 -0.62859  -0.394
C -1.30422 1.37009 -0.19970  0.448
O -2.14101 1.42153 0.67043  -0.522
C 0.60571 -0.27688 0.18382  0.421
O 0.91223 0.40390 1.36504  -0.702
N 1.76693 -0.60433 -0.59463  -0.839
H 0.43686 -0.05777 2.06686  0.484
H -1.31996 -1.00019 1.08188  0.232
H -0.70787 -2.07544 -0.26828  0.234
H -0.48333 0.00496 -1.70159  0.231
H -0.95826 2.28766 -0.71878  0.112
H 1.83519 -0.02757 -1.42568  0.367
H 2.61454 -0.47250 -0.05111  0.383

Atoms 1-2, force components in eV/Å:
C 0.02 -0.13 -0.04
C -0.09 0.15 -0.15


Entry 6:
# C3H8NO2S

A cluster of 2 separate species, C3H8NO2S in total in a non-equilibrium geometry (ωB97M-V/def2-TZVPD, the OMol25 dataset).

Total charge: -1
HOMO in eV: -4.070
Relative energy (zero: lowest compared OMol25 entry of this formula, charge and spin) in kcal/mol: 186.5

Each line ends with the natural charge from an NBO analysis.
CARTESIAN COORDINATES (ANGSTROEM)
C -0.70022 0.43303 -0.25067  -0.386
C -1.82491 0.24198 0.78672  -0.598
S -3.32761 -0.06153 -0.02184  0.000
C 0.58115 0.66861 0.54562  0.244
N 1.72756 0.36539 -0.38896  -0.799
O 0.62972 1.82556 1.13734  -0.522
H -0.91821 1.32560 -0.83880  0.212
H -0.56981 -0.42365 -0.92412  0.265
H -1.81005 1.17943 1.38034  0.244
H -1.54666 -0.56750 1.47427  0.211
H 0.62628 -0.19044 1.29223  0.084
H 2.64166 0.54145 0.04953  0.343
H 1.70112 -0.64841 -0.61362  0.440
H 1.39322 -2.68239 -2.15919  0.421
O 1.39677 -2.00714 -1.46887  -1.160

Atoms 1-2, force components in eV/Å:
C -0.91 0.21 -1.61
C 0.30 -0.15 1.01